Molecular formula: C24H28BF8O28PPd
Method: DFT, ωB97M-V/def2-TZVPD

```
91
Properties=species:S:1:pos:R:3:forces:R:3
P -3.3279 -3.1641 1.2473 -1.726 0.079 -2.217
O -2.3136 5.0678 1.4721 -0.050 0.092 -0.063
H -1.7946 -3.6174 4.4679 0.287 0.027 -0.386
H -5.2788 -0.2968 0.1634 0.275 -0.238 -0.363
H -3.3820 1.0568 0.3635 0.295 -0.387 -0.332
O 1.4357 -5.3783 -0.8100 0.243 0.177 0.788
H 4.3707 -1.2192 2.7793 0.252 -0.144 -0.413
C -4.1864 1.5801 -0.1460 0.629 0.050 1.135
H -1.8747 3.9876 -0.8242 0.067 0.140 0.055
H 0.1398 -0.7418 -0.6386 0.289 -0.356 -0.921
F -0.6423 -1.3211 -5.9093 0.157 0.024 0.223
C -1.1669 0.6945 -4.6904 -0.495 0.952 -0.074
C -0.2371 2.9705 -1.7870 -0.908 0.035 -0.677
O 2.3285 -3.3707 -1.2156 0.091 0.127 0.364
O 4.1871 2.0529 0.5225 -0.027 0.032 -0.125
C -1.7488 -0.7011 -3.0170 -0.062 0.528 0.173
C -0.1711 2.7644 2.7864 0.119 0.359 -0.626
H 1.4664 0.1697 -1.9307 -0.525 -0.240 -0.389
O 3.9815 1.1773 -2.4777 0.228 -0.150 0.094
C -0.9334 -3.2606 5.0343 -0.956 -0.411 -0.705
H -0.2595 1.1291 -5.1016 0.354 -0.559 0.183
C 2.6752 0.1796 2.9207 -0.421 -1.443 -0.470
O 2.4232 -3.2663 4.4821 0.202 0.120 -0.024
C -0.6253 -1.8359 4.7000 -0.863 0.890 0.139
C 2.0770 -0.0796 -2.8027 0.747 0.911 0.612
O -3.9848 1.1942 -3.5012 -0.030 0.050 -0.267
H 3.5561 -0.3520 -1.1851 0.002 0.082 0.054
Pd -1.5895 -1.7789 0.3244 -0.931 -0.476 -0.333
H -1.7842 4.3344 -2.5578 0.185 -0.029 -0.160
O -2.0282 -1.0365 -1.9224 -0.234 -0.357 -0.467
O -1.1113 3.2067 1.8254 0.020 -0.111 0.051
O 3.9448 -0.1292 1.0427 0.677 0.020 -0.163
H 3.0839 -5.6692 0.4636 -0.234 0.209 0.087
O 0.7872 -1.7595 4.8586 0.132 -0.113 -0.295
C 3.5430 -0.8495 2.1723 -0.922 0.516 0.816
C -1.4716 4.4849 2.0765 -0.311 -0.025 0.229
C 2.8351 -5.5238 -0.5883 -0.183 -0.278 -0.577
H 1.7386 -0.9363 -3.3697 0.081 -0.238 0.210
O -5.2283 0.4072 -1.8052 0.061 -0.172 0.144
C 1.1583 -4.0505 -0.9070 -0.068 -0.261 -0.920
C -1.1993 4.1329 -1.6682 -0.204 -0.176 0.385
O -2.5435 -3.8418 0.0692 1.126 -0.798 0.943
C 0.3231 4.0750 3.3688 -0.211 0.418 -0.210
H -0.6324 1.9933 -1.5255 0.203 -0.020 0.317
O -1.0709 0.4301 -3.2969 0.423 -0.107 -0.287
H 2.7240 0.0801 4.0000 0.263 0.429 0.029
C 3.4994 -0.1137 -2.2394 -0.223 -0.453 -0.250
H 0.5775 2.1941 2.2415 -0.060 -0.324 0.224
O 0.8267 3.3599 -0.9829 0.139 0.221 -0.256
O -2.2359 -2.5723 2.2126 -0.395 -0.292 0.639
C 3.4015 -4.2319 -1.1686 0.369 -0.408 0.250
F 0.1480 2.8967 -3.1269 0.357 0.146 0.384
H -4.4033 2.4122 0.5236 -0.485 0.192 -0.441
O -2.1067 -1.3337 -4.1688 0.254 -0.125 -0.056
O 0.2676 -3.9107 4.5867 0.281 0.216 0.545
H 0.4989 4.0461 4.4381 0.081 -0.086 0.009
F 2.7893 -1.8999 1.7725 0.185 -0.189 -0.096
O -3.7759 -1.9362 0.2890 -0.135 1.179 1.580
O 0.0990 -3.5584 -0.8731 0.066 0.041 -0.107
O -3.7537 2.0304 -1.4325 -0.148 -0.259 -0.059
H -2.4655 -0.5538 -5.9814 0.072 0.182 -0.061
C 1.2700 -3.0018 4.6198 -0.318 -0.439 0.200
O -0.7675 4.9853 3.1081 0.164 -0.178 -0.030
F -6.5583 1.2091 -0.1577 0.079 0.202 -0.233
H 3.1560 -6.3979 -1.1513 0.178 0.085 -0.030
F 4.3188 -1.0184 -2.8952 -0.024 0.088 -0.139
O -4.5087 -3.8865 1.8094 0.557 -0.064 0.604
H -1.0278 0.4235 0.4229 -0.187 0.577 -0.136
F 3.8838 -4.4603 -2.4436 -0.080 0.062 -0.067
C -1.6427 -0.6151 -5.2716 -0.430 -0.276 -0.201
O 3.1270 1.4225 2.4085 -0.017 0.265 0.061
O 2.1368 1.0532 -3.6902 -0.053 -0.217 -0.129
F -0.8050 2.0111 3.7248 0.038 -0.056 -0.030
O -0.3070 5.2304 -1.4008 -0.177 0.132 0.144
H -0.9468 -1.5339 3.7070 0.150 -0.187 -0.303
C 3.7722 1.2098 1.2381 -0.042 -0.053 0.401
H 1.6609 -0.0526 2.5765 -0.076 0.394 0.114
H -1.9337 1.4636 -4.8164 -0.141 -0.195 -0.006
O 3.4912 2.8129 -3.9591 0.231 0.106 0.071
C 0.8176 4.7356 -0.8760 0.179 -0.807 -0.119
C 3.2289 1.7836 -3.4256 -0.452 -0.026 -0.313
H -0.0340 -0.9566 1.2843 0.522 -0.676 0.995
O 1.7028 5.3399 -0.3712 0.022 0.398 0.157
H 4.2241 -3.8153 -0.5906 -0.025 0.207 -0.068
H 0.9948 0.5278 0.5055 0.182 0.374 0.249
H 1.1749 4.4529 2.8032 0.210 -0.178 0.188
F -1.2180 -0.9593 5.5727 0.335 -0.142 0.296
C -5.3220 0.6271 -0.4137 -0.346 0.033 0.252
H -1.1799 -3.4294 6.0860 0.681 0.093 0.169
B 0.0248 -0.1821 0.3901 0.443 1.112 -0.122
C -4.2924 1.2028 -2.3471 -0.006 0.149 0.149
```
Forces are in eV/Å.

Values from the calculation:
total charge = -2
ΔE to the lowest compared entry with this formula, charge and spin = 0.000 eV
2S+1 = 3
HOMO-LUMO gap (alpha / beta) = 5.90 / 5.77 eV
HOMO (alpha / beta) = -2.0423 / -1.9047 eV
lowest unoccupied orbital energy (alpha / beta) = 3.9 / 3.9 eV
⟨S²⟩ = 2.010

---

Molecular formula: C28H52IN3O11P3
Method: DFT, ωB97M-V/def2-TZVPD

```
98
Properties=species:S:1:pos:R:3:forces:R:3
N 0.3401 -3.1268 -0.5268 0.154 -0.062 0.896
C -1.5322 -0.2771 0.0923 0.038 0.585 -0.337
H 0.9098 -0.5811 2.6614 -0.654 0.044 -0.525
P 3.2912 -1.0569 1.1075 3.176 -0.769 -1.282
H 0.3306 -4.1400 -0.3095 0.052 0.398 -0.208
H -11.1695 1.3519 2.0157 -0.147 0.075 -0.066
C -0.1580 -0.9077 0.6568 -0.881 1.969 0.329
H 8.0739 2.3315 5.0596 0.032 -0.029 -0.020
C 1.7787 -2.7333 -0.6081 2.134 -0.100 1.006
H -8.1281 0.2110 1.9471 0.011 -0.127 -0.088
H 5.1811 3.0508 1.6854 -1.063 -0.363 0.484
H -9.4997 -0.2238 0.8947 -0.002 0.110 0.018
O 0.0601 1.2018 2.0245 1.069 -0.740 0.040
O -3.1974 2.6805 -1.3666 -0.014 -1.233 -0.504
C 0.0192 -0.2256 2.0862 -0.858 -0.806 0.741
H 3.6955 0.3061 1.1907 -0.900 -0.313 0.297
C 1.3750 1.6873 2.0377 2.666 1.399 -1.376
C -8.4417 2.8625 1.5246 -0.125 -0.006 -0.002
H -6.0769 0.1131 -0.7007 1.034 0.537 -0.234
H -1.3207 0.9038 -5.9226 -0.510 1.022 0.036
H -1.2696 2.7235 -6.0583 -0.606 -0.775 0.489
C -10.7155 1.9825 1.2480 0.143 -0.239 -0.038
P 0.3404 -3.2873 2.3221 1.457 0.593 1.808
O 6.4904 2.9438 3.9520 0.146 -0.301 -0.199
H 4.4017 1.9947 3.8909 -0.901 0.070 -0.628
N 7.8976 1.2481 3.3274 -0.044 0.290 0.393
H 3.8113 -2.7376 -5.5365 -0.960 0.501 0.610
H 6.1513 0.7298 2.3137 0.018 -0.037 -0.168
H 9.8101 0.5679 2.8598 0.084 -0.109 0.105
H 9.4925 0.7423 4.5993 -0.081 0.039 -0.056
C 4.0643 -3.1607 -3.4013 -0.217 0.490 0.740
H -1.0054 -3.6560 4.0188 -0.107 0.468 -0.070
H 1.1494 2.4325 -0.0497 0.581 -0.098 0.770
C 2.0550 -1.1896 -0.3038 -0.486 -0.136 -0.571
H -8.0434 0.5379 0.2057 -0.019 -0.140 0.029
O -7.2261 2.7971 1.5725 -0.217 -0.244 -0.067
H -1.6160 2.9264 -3.6438 -0.490 -0.903 0.030
H 3.8247 -1.2708 -4.4725 -0.613 -0.955 -0.414
C -1.3216 0.6949 -1.1228 -0.387 -0.221 -0.580
O 1.0265 -2.9794 -3.7350 1.601 0.665 1.274
H -0.6950 -3.9713 -2.1908 0.409 0.977 0.465
O 4.5119 -1.8524 0.6675 -1.546 0.396 0.283
H 3.4957 3.3045 -0.2727 -0.065 -0.438 1.068
C 3.4228 -2.3170 -4.5734 0.674 -0.865 1.429
H -0.6696 -1.8239 -3.6156 0.649 -0.134 0.941
C -5.1904 0.8040 -0.6097 -1.458 -0.466 1.727
O -0.7400 -2.8384 3.5551 0.422 -0.927 -1.857
N -9.2747 1.8212 1.2886 0.091 0.416 0.080
C 7.1861 0.9937 2.0884 -0.085 0.204 0.140
H -5.7878 1.0412 1.4620 1.015 0.159 -0.261
H -1.3642 -2.7495 0.6380 1.045 0.447 0.037
C -0.4762 -2.9463 -1.7731 -0.937 -0.031 -2.110
H 2.3058 -3.2899 0.2260 -0.648 0.291 -0.874
H -10.9948 3.0198 1.4286 0.097 -0.048 -0.004
C 0.1721 -2.1228 -2.9236 -1.289 -0.054 -1.017
H -4.5689 -0.2594 1.1924 0.042 1.074 -0.104
O -2.8439 1.1586 -3.5039 0.448 -0.166 2.608
O 1.3544 -1.3580 -5.2329 0.239 -0.269 0.693
H 1.9347 1.1005 4.1002 0.424 0.541 -0.880
H -2.0280 0.3326 0.8989 0.571 -0.749 -0.701
H -0.7481 1.6200 -0.8412 -0.766 -0.904 -0.169
H 3.3927 -3.9841 -3.0296 0.762 0.538 -0.754
C -0.2666 -2.4840 0.7033 -2.565 -0.128 0.042
O -4.1317 0.2001 -1.4041 1.454 1.693 -0.912
H 8.7664 -0.6079 3.7006 0.167 -0.017 0.030
H -11.0835 1.6797 0.2652 -0.155 0.049 0.073
C -8.7095 0.5043 1.0700 0.213 0.201 0.083
C 2.2979 1.5822 3.1578 -0.014 0.324 -0.907
H 2.2965 -3.0947 -1.5367 -1.056 0.484 0.737
H 0.6696 -1.1688 -2.6249 -0.185 -0.937 0.022
H -8.9752 3.8143 1.6771 -0.051 -0.027 -0.010
H 4.2239 -2.4907 -2.5036 -0.032 -0.657 -0.868
C 7.4588 2.2275 4.1518 0.134 -0.081 -0.036
H 5.0733 -3.5634 -3.6730 -1.036 0.271 0.181
C -1.8161 1.8619 -5.5925 0.531 -0.886 0.547
H -0.9107 -0.4901 2.6695 1.011 0.195 -0.441
I 0.0928 -5.7376 2.1796 -0.400 0.473 -0.523
C 4.1361 2.6876 1.8135 -2.034 -0.555 -0.004
H -5.5359 1.7996 -0.9742 0.748 -0.715 0.195
C -4.8319 0.8064 0.9337 -0.541 -0.581 -1.137
H -1.4916 -2.5028 -1.5809 1.247 -0.289 0.341
C 3.2095 2.8289 0.6955 -0.906 -0.916 1.552
C 1.8487 2.3301 0.8057 0.949 -0.204 1.615
H 2.6110 -0.8138 -1.2119 -0.361 -0.081 1.150
H -2.2775 -1.0544 -0.2049 0.672 0.470 0.330
P -2.9648 1.2909 -1.8386 -0.083 0.655 -0.003
C 3.6620 2.0757 3.0647 -0.694 0.418 -2.164
H -0.7133 1.3710 -3.7797 -0.993 0.193 0.167
H 2.8232 -1.6077 2.3329 -0.484 0.607 -0.342
C 1.8717 -2.1848 -4.5248 -0.099 0.766 -1.829
C 9.0612 0.4423 3.6448 -0.143 -0.019 -0.213
H -2.8770 1.8038 -5.9359 0.841 0.373 0.443
H -4.0174 1.5300 1.1775 -0.739 -0.576 -0.098
C -1.6947 1.8706 -4.0048 0.646 0.827 -2.210
H 7.1899 1.8996 1.4786 -0.049 -0.104 -0.091
H 7.6585 0.1812 1.5391 0.005 0.038 0.100
H -0.7731 0.2441 -1.9860 -0.355 0.075 0.885
O 0.8766 -0.3821 -0.2000 0.149 -1.878 -0.104
```
Forces are in eV/Å.

Values from the calculation:
total charge = +1
2S+1 = 1
HOMO-LUMO gap = 7.34 eV
HOMO = -10.9201 eV
lowest unoccupied orbital energy = -3.6 eV